# 1
24
Properties=species:S:1:pos:R:3:nbo_charge:R:1 method="wB97M-V/def2-TZVPD" total_charge=+1 homo_energy_ha="-0.4457 / -0.4457" de_lowest_ev=4.638 lumo_ha="-0.2726 / -0.2726" gap_ev="4.7087 / 4.7107"
S 0.7317 -2.1122 0.5503 0.30
O 3.2467 -0.4003 -2.0872 -0.40
N 3.7693 -0.1693 0.7186 -0.09
N 0.3726 0.7271 0.5271 -0.48
N 2.6045 -0.0880 0.0871 -0.10
C 1.4093 -0.1637 0.9184 0.10
C -0.7600 0.1011 -0.0399 0.11
C 2.3908 -0.1389 -1.2934 0.48
C -3.0325 -1.4194 -0.8091 -0.20
C -3.0521 -0.0440 -0.7940 -0.18
C -0.7621 -1.3068 -0.1011 -0.18
C -1.9475 0.7303 -0.3620 -0.23
C -1.8460 -2.0622 -0.4566 -0.21
C 0.2325 1.9204 1.2399 -0.45
H -1.7840 -3.1176 -0.3959 0.24
H 4.5930 -0.2988 0.0917 0.40
H -0.3565 2.8274 0.6801 0.25
H 1.2449 2.4976 1.4108 0.23
H -0.2761 1.9103 2.2467 0.22
H -1.9116 1.8140 -0.4956 0.23
H -3.9968 -2.0369 -0.9663 0.25
H 1.8588 -0.0506 1.8606 0.24
H 1.3326 0.2980 -1.6373 0.22
H -4.0616 0.5826 -0.8927 0.25

# 2
20
Properties=species:S:1:pos:R:3:nbo_charge:R:1 method="wB97M-V/def2-TZVPD" total_charge=0 homo_energy_ha=-0.2898 de_lowest_ev=6.101 lumo_ha=0.0231 gap_ev=8.5166 smiles="C1=C[C@]23CC[C@H]1[C@]21C=C31.O"
O -3.7384 -0.4694 -0.0558 -0.95
C -0.3382 -0.2959 1.3710 -0.17
C 1.4130 -0.7725 -0.9760 -0.37
C 0.2974 2.3785 0.0807 -0.27
C -0.1252 -0.8327 -0.9193 -0.43
C -0.4948 0.3227 -0.0048 -0.26
C -0.7475 1.7318 -0.6532 0.00
C 1.7092 0.0877 0.3182 -0.32
C 0.7894 1.1474 0.1331 0.16
C 0.9539 -0.5958 1.4453 -0.16
H 2.8000 0.1806 0.2996 0.24
H 1.9013 -1.6988 -0.9098 0.22
H -0.4213 -1.8162 -0.4716 0.22
H -3.5266 0.0158 -0.9215 0.48
H -0.3627 -0.6867 -1.9898 0.24
H 0.5186 3.3574 0.2624 0.23
H 1.7581 -0.0319 -1.7463 0.21
H -1.1093 -0.6059 1.9344 0.21
H 1.6322 -1.0802 2.2965 0.24
H -2.9091 -0.3360 0.5066 0.47

# 3
21
Properties=species:S:1:pos:R:3:nbo_charge:R:1 method="wB97M-V/def2-TZVPD" total_charge=0 homo_energy_ha=-0.2908 de_lowest_ev=6.555 lumo_ha=0.0085 gap_ev=8.1431 smiles=O[C@H]1CCOc2ccccc21
O -0.5821 1.7320 0.2329 -0.50
O -1.0224 -1.2540 1.3070 -0.72
C 0.4390 0.9016 -0.0894 0.33
C -2.2058 -0.0362 -0.6015 -0.49
C 2.8418 -0.6951 -0.2354 -0.26
C 1.4923 -1.1831 -0.4004 -0.15
C 0.3338 -0.5192 -0.3336 -0.18
C -1.0836 -0.9996 -0.1113 0.11
C 2.9590 0.7522 0.2676 -0.19
C 1.6927 1.5145 0.3512 -0.27
C -2.0479 1.3007 -0.1168 -0.10
H -2.6966 1.2714 0.9315 0.20
H -3.1621 -0.3334 0.1756 0.25
H -2.3262 -0.2446 -1.8780 0.24
H -1.5809 -2.2848 1.4382 0.47
H 3.7320 -1.2938 -0.3418 0.22
H 1.2943 -2.3827 -0.4013 0.20
H -2.5974 2.2181 -0.7404 0.22
H 1.8547 2.6570 0.8196 0.24
H -1.3471 -2.1986 -0.5346 0.17
H 4.0127 1.0777 0.2610 0.22